114
Properties=species:S:1:pos:R:3:forces:R:3:mulliken_charge:R:1 method="wB97M-V/def2-TZVPD" e_tot_ev=-96750.859 homo_lumo_gap_ev=6.60 e_above_lowest_ev=0.560 charge=-1
C 1.2868 5.0531 1.2505 0.0 0.1 0.1 -0.827
O 3.5509 1.4745 2.7565 -0.1 0.1 0.0 -0.318
H -0.6786 -0.7935 4.0345 0.0 0.0 0.0 0.080
H 1.3936 2.2572 -4.2568 0.0 0.0 0.0 0.202
C 2.2257 1.8621 2.6996 0.2 0.0 0.0 -1.855
H -3.3453 -1.8202 0.4398 0.0 0.0 0.0 0.425
H -6.0993 3.1131 2.1814 0.0 0.0 0.0 0.411
H -3.2414 -0.7660 4.9945 0.0 0.0 0.0 0.052
H -3.7943 1.1049 -1.7548 0.0 0.0 0.0 0.497
H 4.1023 -4.3730 5.6369 0.0 0.0 0.0 0.371
C -3.9211 -0.1254 4.4329 0.0 0.0 0.0 -0.568
C 4.5125 1.6864 -2.0661 0.0 0.1 0.1 0.287
H 0.5922 5.7400 0.7649 0.0 0.0 0.0 0.340
C 0.8488 2.7050 -3.4205 0.1 0.0 0.0 -0.429
O -1.1737 0.1147 1.4684 0.0 0.0 -0.1 1.263
N 2.6480 -2.9965 -0.8498 0.0 0.1 0.1 -1.120
C -0.6509 -1.1430 -1.1514 -0.1 0.0 -0.2 0.592
H -5.5959 0.9951 0.4978 0.0 0.0 0.0 0.647
N -3.8161 2.1213 0.0737 0.0 -0.1 0.0 0.491
H -0.8976 3.1296 -4.6117 0.0 0.0 0.0 0.474
C 2.8283 -3.3916 1.3577 -0.1 -0.1 0.0 -0.942
H -4.0654 -3.9244 -3.6839 0.0 0.0 0.0 0.336
C 3.9546 0.2547 2.1311 0.1 -0.1 0.0 -0.033
H 1.6156 -0.6429 -5.8777 0.0 0.0 0.0 0.377
H 1.7946 5.5731 2.0660 0.0 0.0 0.0 0.396
H 3.0020 3.8530 0.7689 0.0 0.0 0.0 0.299
C 2.6223 -3.2569 2.7837 0.0 0.0 0.0 1.580
C 2.6501 -1.9133 -1.5671 -0.3 -0.2 -0.2 -0.207
H 4.2647 -3.9764 -5.4311 0.0 0.0 0.0 0.369
H -4.1064 -3.2616 -2.0420 0.0 0.0 0.0 0.296
H 2.8992 5.3533 -0.1586 0.0 0.0 0.0 0.345
H -2.9711 0.2607 -0.4057 0.0 0.0 0.0 -0.534
C -3.2802 1.2263 4.1820 0.0 0.0 0.0 -0.643
C 1.6332 -2.3804 3.2980 -0.1 -0.1 0.0 -0.350
H -4.8308 -0.0018 5.0229 0.0 0.0 0.0 0.464
C 3.4241 -3.8356 4.9876 0.0 0.0 0.0 -0.761
H 4.8067 2.2352 -4.1238 0.0 0.0 0.0 0.355
H -4.5151 -0.6605 -3.3934 0.0 0.0 0.0 0.286
H 4.2227 -4.6258 3.1648 0.0 0.0 0.0 0.368
C 2.7849 -2.0854 -3.0439 0.1 0.2 0.0 0.498
C 2.4708 -2.9701 5.5210 0.0 0.0 0.0 -0.602
N -3.0086 -0.8881 2.3265 0.0 0.0 0.0 0.452
H -0.9816 1.6234 -3.6732 0.0 0.0 0.0 -0.073
H -2.8104 1.5951 5.0978 0.0 0.0 0.0 0.380
H 4.0889 -3.7738 -2.9614 0.0 0.0 0.0 0.454
H 3.5191 -4.1668 1.0198 0.0 0.0 0.0 0.185
H -0.8840 -1.6982 -5.3235 0.0 0.0 0.0 0.186
H -4.0439 4.6515 1.8670 0.0 0.0 0.0 0.250
H 1.2068 3.7271 -3.2872 0.0 0.0 0.0 0.488
H 1.4805 -0.4342 -3.3945 0.0 0.0 0.0 0.528
N -2.2585 1.1674 3.1515 0.0 0.0 0.0 0.853
C -3.4477 -3.5346 -2.8702 0.0 0.0 0.0 -1.133
H 0.7250 4.2268 1.6828 0.0 0.0 0.0 -0.182
H 3.5712 -0.6140 2.6719 0.0 0.0 0.0 0.077
O 0.8244 -1.7173 2.5212 0.1 0.1 0.2 -0.466
C -1.4407 -1.4353 -2.0460 0.1 -0.1 0.0 -0.346
C 4.6218 1.3363 -3.5325 0.0 0.0 -0.1 -1.018
H 3.0244 -2.4095 -6.8872 0.0 0.0 0.0 0.395
H -1.1693 3.1828 -2.8562 0.0 0.0 0.0 0.122
C 3.5619 -3.0872 -3.6111 0.0 0.0 0.0 -0.350
H -2.2130 1.6531 -1.1448 0.0 0.0 0.0 -0.480
C -5.2689 2.9148 1.5290 0.0 0.0 0.0 -1.113
C -5.0212 1.8806 0.7031 0.0 0.0 0.0 -0.202
C -3.1715 1.2225 -0.8688 0.0 0.0 0.0 0.318
C -1.2514 2.2204 3.2028 0.0 0.0 0.0 -0.932
C 3.6503 -3.1997 -4.9917 0.0 0.0 0.0 -0.646
C -0.5778 -1.3219 4.9754 0.0 0.0 0.0 -0.428
C 1.5952 -2.2672 4.7201 0.0 0.0 -0.1 0.129
H 5.0428 0.2455 2.1728 0.0 0.0 0.0 0.342
O 1.5272 1.0785 2.0018 0.1 0.1 -0.1 1.378
O 2.4559 -0.7196 -1.1212 -0.2 0.1 0.1 0.644
H -1.8075 -2.1834 1.2046 0.0 0.0 0.0 -0.053
C -2.8588 -1.9993 1.4030 0.0 0.0 0.0 -1.176
H -1.9293 -3.0939 -5.6195 0.0 0.0 0.0 0.411
H 5.4604 2.0738 -1.6857 0.0 0.0 0.0 0.362
C 2.1679 -1.3254 -5.2426 0.0 0.0 0.0 -0.650
C -2.1065 0.1352 2.2827 0.0 0.0 0.0 -0.573
H -3.9898 -0.9861 -5.0459 0.0 0.0 0.0 0.407
H 3.7060 0.8645 -3.8864 0.0 0.0 0.0 -0.042
H 4.2331 0.8099 -1.4776 0.0 0.0 0.0 -0.275
C -0.6436 2.6622 -3.6571 0.0 0.0 0.0 -0.751
N -4.1989 3.7812 1.3916 0.0 0.0 0.1 0.172
C 2.0850 -1.2022 -3.8640 0.1 -0.1 0.0 -0.062
H 2.3935 -2.8109 6.5900 0.0 0.0 0.0 0.438
C 3.4864 -3.9730 3.6211 0.0 0.0 0.0 -0.920
H -0.5417 -3.2198 -4.5154 0.0 0.0 0.0 0.271
C -3.2985 3.3101 0.4819 0.2 0.0 -0.2 -0.241
H -4.0427 1.9602 3.8954 0.0 0.0 0.0 0.200
P 2.1614 2.3471 -1.0804 -0.3 -0.1 -0.1 0.126
H -3.1627 0.2467 -4.0890 0.0 0.0 0.0 0.247
O 1.6526 3.8714 -0.8291 0.1 0.0 0.2 -0.259
H -1.7331 3.1976 3.1122 0.0 0.0 0.0 0.346
Y 0.9564 -0.5452 0.6098 0.1 -0.4 0.6 0.585
O 0.7735 -1.3889 5.3788 0.0 0.1 0.0 -0.503
H -4.9966 -0.2306 2.5693 -0.1 0.0 0.0 0.105
C -3.6382 -0.7347 -4.0410 0.0 0.0 -0.1 -1.017
H -0.7055 2.1677 4.1478 0.0 0.0 0.0 0.596
C -1.3482 -2.5685 -4.8560 0.0 0.0 0.0 -0.903
H 3.6582 0.1815 1.0785 0.0 0.1 0.0 -0.245
H -0.5386 2.0961 2.3964 0.0 0.0 0.0 -0.523
H -1.0114 -2.3234 4.8701 0.0 0.0 0.0 0.314
S -1.8963 4.0526 -0.0383 -0.1 0.1 0.2 -0.310
C -4.2253 -0.7917 3.1076 0.1 0.0 0.0 -0.544
H -3.2978 -2.8868 1.8603 0.0 0.0 0.0 0.427
O 1.1376 1.9283 -2.2533 -0.1 0.0 0.0 -0.262
H -4.6055 -1.8022 3.2635 0.0 0.0 0.0 0.440
Si -2.4399 -2.0504 -3.4270 0.1 0.0 0.1 -0.212
H -1.0950 -0.7879 5.7739 0.0 0.0 0.0 0.226
C 2.3095 4.5394 0.2695 0.0 0.0 -0.1 -0.321
H -2.7899 -4.3339 -2.5237 0.0 0.0 0.0 0.304
C 2.9547 -2.3197 -5.8098 0.0 0.0 0.0 -0.681
N 2.2870 -2.6577 0.4649 0.2 0.0 -0.2 0.871
O 3.5360 2.7268 -1.8841 0.1 0.0 0.0 -0.447
H 5.4438 0.6361 -3.6978 0.0 0.0 0.0 0.395

108
Properties=species:S:1:pos:R:3:forces:R:3:mulliken_spin:R:1 method="wB97M-V/def2-TZVPD" e_tot_ev=-75639.808 multiplicity=2 homo_lumo_gap_ev="8.46 / 6.57" e_above_lowest_ev=0.184 charge=+1 s_squared=0.755
H -1.9742 3.1835 0.4104 0.0 0.0 0.0 0.001
C -0.7450 4.5038 2.6254 0.0 0.0 0.0 0.001
C -2.5562 -2.8532 -2.8980 0.0 0.0 0.1 0.001
H -5.0542 -2.3354 -1.3618 0.0 0.0 0.0 0.000
C 0.3115 4.3819 -2.3488 0.0 0.0 0.0 -0.002
H 0.0564 -4.2628 -1.5570 0.0 0.0 0.0 0.000
H 3.9675 -0.0087 0.5993 0.0 0.0 0.0 0.013
H -3.6758 -4.2479 0.6496 0.0 0.0 0.0 0.000
H -4.6435 -0.9510 2.7013 0.0 0.0 0.0 0.000
H -3.0225 -2.0557 -3.4776 0.0 0.0 0.0 0.000
H 0.3028 4.5548 -3.4170 0.0 0.0 0.0 0.000
H 0.0375 2.7810 -4.6135 0.0 0.0 0.0 0.000
H 2.5952 3.7839 1.9812 0.0 0.0 0.0 -0.002
H -3.4047 3.9433 -1.4798 0.0 0.0 0.0 0.000
H 0.9186 -1.5027 5.2102 0.0 0.0 0.0 0.000
C 0.0343 5.2105 -0.1216 0.0 0.0 0.0 -0.001
H -0.7602 -2.8536 2.8322 0.0 0.0 0.1 -0.001
C 0.0008 5.4172 -1.4891 0.0 0.0 0.0 0.000
C 0.6717 3.1292 -1.8631 0.0 0.0 0.0 -0.007
H 3.7022 -4.5056 -0.6885 0.0 0.0 0.0 0.000
H -3.7916 -3.5887 2.2770 0.0 0.0 0.0 0.000
H 2.0314 -3.0405 -2.7714 0.0 0.0 0.0 0.000
H 2.4616 3.2883 -3.9997 0.0 0.0 0.0 0.001
H -1.3090 -4.4008 -0.4626 0.0 0.0 0.0 0.000
H -0.5529 -0.3039 -2.9571 0.0 0.0 0.0 0.000
H 1.8609 5.3460 2.3464 0.0 0.0 0.0 0.001
C 1.0892 2.0589 -2.8478 0.0 0.0 0.0 0.017
H 0.7791 -0.9154 -1.9622 0.0 0.0 0.0 -0.017
C -3.1864 2.8931 -1.3540 0.0 0.0 -0.1 0.000
C 0.0648 1.8990 -3.9728 0.0 0.0 0.0 0.003
Ir -1.1809 -0.0427 1.1557 0.0 -0.6 0.3 0.097
H 1.1504 1.1113 -2.3160 0.0 0.0 0.0 0.021
F -0.7040 2.4522 4.8754 0.0 0.1 0.0 0.000
H -2.2259 -3.6922 1.4749 0.0 0.0 0.0 0.000
H -0.7617 5.5697 2.4019 0.0 0.0 0.0 0.000
H 3.4178 -2.3204 -3.6019 0.0 0.0 0.0 0.000
H 3.6196 -3.7905 -2.6638 0.0 0.0 0.0 0.001
N 1.9044 -0.4793 0.6144 0.0 0.0 0.1 0.099
N -2.0829 1.1983 -0.1567 -0.2 -0.4 -0.1 0.005
H -1.7137 4.0815 2.3492 0.0 0.0 0.0 0.000
C 2.0472 -3.8611 2.1696 0.0 0.0 0.0 -0.001
H 1.0452 -3.1842 4.7026 0.0 0.0 0.0 0.000
Si -3.6222 -1.7767 0.6218 0.0 0.0 -0.1 0.003
C 1.7520 4.2675 2.4800 0.0 0.0 0.0 0.001
H 1.7460 -4.3517 3.0846 0.0 0.0 0.0 0.000
H -3.3437 -3.4618 -2.4503 0.0 0.0 0.0 0.000
C -2.1467 -1.0811 -0.3776 0.0 0.6 -0.5 0.010
N 1.2050 1.6766 0.0344 0.1 0.0 0.0 0.113
H -0.2522 6.3930 -1.8830 0.0 0.0 0.0 0.000
H 0.3243 1.0470 -4.6027 0.0 0.0 0.0 0.000
C 2.9540 0.3320 0.4681 -0.1 0.0 0.0 0.296
H -3.8807 -0.1781 -2.6317 0.0 0.0 0.0 0.000
H 5.2552 -1.2230 -0.5060 0.0 0.0 0.0 -0.002
C 2.8853 -2.5941 -0.1848 0.0 0.1 0.0 -0.012
Si -1.3142 -2.2240 -1.6389 -0.1 -0.1 0.1 0.006
C 3.1470 -3.9421 0.0486 0.0 0.0 0.0 -0.006
H -4.3638 2.2350 -3.0208 0.0 0.0 0.0 0.000
H 2.9300 -5.6294 1.3441 0.0 0.0 0.0 0.000
C 0.3671 3.9717 0.4179 0.0 -0.1 0.0 0.030
C -2.3771 2.4882 -0.3100 0.0 0.0 0.1 -0.003
H 2.7935 1.5569 -4.0914 0.0 0.0 0.0 0.000
C -3.9096 -0.5284 2.0107 0.1 0.0 -0.1 0.001
H -0.1939 6.0325 0.5407 0.0 0.0 0.0 0.000
B -0.3361 1.2603 4.3385 -0.1 -0.1 0.0 0.011
H 2.9630 -1.0012 -1.6170 0.0 0.0 0.0 -0.015
C -3.4407 0.5857 -2.0087 0.1 0.0 0.0 0.002
H 5.3127 -1.2702 -2.2718 0.0 0.0 0.0 -0.001
C 2.7194 -4.5785 1.1968 0.0 0.0 0.0 0.005
C 1.7908 -2.5071 2.0031 0.0 0.1 0.0 0.005
H 1.3738 -0.6775 2.9936 0.0 0.0 0.1 0.001
H -1.0323 -1.2246 3.4759 0.1 -0.1 0.1 -0.002
C -2.5975 0.2347 -0.9684 0.1 0.0 0.4 -0.006
H -2.0256 -3.4918 -3.6093 0.0 0.0 0.0 0.000
F -1.1938 1.0601 3.0799 0.1 0.3 -0.2 0.005
H -0.5820 -1.6782 1.6721 0.0 0.1 -0.1 0.000
H -5.9557 -2.3438 0.1481 0.0 0.0 0.0 0.000
C 1.3987 -2.1719 4.5008 0.0 0.0 0.0 0.000
C 2.4748 2.3605 -3.4252 0.0 0.0 0.0 0.004
B 0.6309 0.3446 0.4868 0.2 0.0 -0.1 -0.026
H 0.3273 2.7234 2.1378 0.0 0.0 0.0 0.006
C 2.1742 -1.8937 0.8050 0.0 -0.1 0.0 0.005
C -0.0717 -1.2048 -2.5784 0.0 -0.1 0.0 0.039
C 0.4095 3.7878 1.9207 0.0 0.1 0.0 -0.009
C 3.0973 -2.8349 -2.6949 0.0 0.0 0.0 0.003
C -0.4166 -1.8170 2.8070 -0.1 0.2 -0.2 -0.006
H -5.5608 -0.8113 -0.6130 0.0 0.0 0.0 0.000
C 1.0791 -1.7211 3.0791 0.0 0.0 0.0 0.023
C -0.5396 -3.7159 -0.8214 0.0 0.1 0.0 -0.003
C -3.2812 -3.4797 1.3177 0.0 0.0 0.0 0.000
H 5.4446 -2.7570 -1.3326 0.0 0.0 0.0 0.000
F -0.6365 0.1790 5.1359 0.0 0.0 0.0 0.000
H 1.8133 4.0389 3.5433 0.0 0.0 0.0 0.000
C 4.9451 -1.7883 -1.3853 0.0 0.0 0.0 0.000
H 0.1206 -3.4687 0.0135 0.0 0.0 0.0 0.001
H 2.4751 -2.1485 4.6709 0.0 0.0 0.0 0.000
C 3.4247 -1.9803 -1.4674 0.0 0.0 0.0 0.024
H 3.2266 2.4703 -2.6409 0.0 0.0 0.0 0.000
C -3.7151 1.9329 -2.2089 0.0 0.0 0.1 0.000
F 0.9740 1.2396 3.8788 0.0 0.1 -0.1 -0.002
C 0.6780 2.9401 -0.4762 0.0 0.0 0.0 -0.038
C -5.1807 -1.8138 -0.4127 0.0 0.0 0.1 0.001
H -0.6432 4.3936 3.7005 0.0 0.0 0.0 0.000
H -3.0576 -0.2540 2.6467 0.0 0.0 0.1 -0.002
H 0.3107 -1.7544 -3.4398 0.0 0.0 0.0 0.001
H -4.3298 0.4001 1.6164 0.0 0.0 0.0 0.000
H 3.1587 2.4741 -0.0848 0.0 0.0 0.0 -0.009
C 2.5356 1.6164 0.1161 -0.1 0.0 0.0 0.318
H -0.9422 1.7448 -3.5775 0.0 0.0 0.0 0.000